[1]
C23H25N4O2PRuS as an isolated structure. Source: the OMol25 dataset; level of theory: ωB97M-V with the def2-TZVPD basis set.

The geometry in XYZ format:
```
57
Properties=species:S:1:pos:R:3:forces:R:3:lowdin_charge:R:1
Ru 0.0616 0.7230 -0.2612 -0.978 0.544 0.582 1.065
S -0.7226 -0.1017 -2.2724 0.137 0.045 -0.127 0.689
P -2.0796 1.8219 -0.0663 0.180 -0.129 -0.087 0.733
O 0.2235 1.0846 3.7866 -0.012 -0.049 0.057 0.174
O 0.2865 0.7627 1.5931 0.001 -0.052 -0.062 -0.287
N 1.2713 -1.4539 -3.3963 -0.108 0.093 -0.121 0.080
N 1.7034 -0.5821 -1.2276 0.064 -0.116 -0.227 -0.036
N 2.0834 0.6315 -1.0858 0.737 -0.418 -0.258 -0.045
N 2.5056 -2.0097 -3.3270 0.026 -0.136 0.100 0.093
C 1.6104 4.7372 1.0094 0.002 -0.052 -0.029 -0.057
C 4.3563 -3.1566 -4.2605 -0.012 0.018 0.055 0.026
C 0.9012 3.8158 3.5373 -0.010 0.036 -0.020 0.009
C 3.0990 -2.5107 -4.4225 0.014 -0.053 -0.043 -0.187
C 5.3776 1.2301 1.4243 -0.026 -0.012 0.000 -0.037
C 1.2538 3.4097 1.1897 0.000 0.107 0.034 -0.065
C -3.4550 0.7034 -0.3893 -0.023 -0.011 0.025 -0.241
C 3.1794 0.7963 -0.1658 -0.252 0.176 0.079 -0.296
C 3.1653 -2.8956 -6.7883 0.048 -0.035 -0.001 -0.020
C -2.3842 2.5443 1.5521 -0.016 -0.025 0.044 -0.207
C 4.4140 -3.5192 -6.6282 -0.020 0.013 0.009 0.017
C 0.4507 1.5492 2.7160 0.102 0.045 -0.098 -0.515
C 4.1845 1.6396 -0.6178 -0.085 0.261 0.082 -0.020
C 1.6095 5.6041 2.0949 -0.006 -0.010 0.026 -0.044
C -2.1699 3.1655 -1.2623 0.023 0.028 -0.029 -0.227
C 1.2597 5.1422 3.3572 0.000 -0.012 -0.014 -0.033
C 5.0002 -3.6495 -5.3586 0.000 -0.020 -0.058 -0.025
C 0.8867 2.9444 2.4503 0.029 -0.006 0.028 -0.171
C 0.8708 -0.7667 -2.4027 -0.064 -0.096 0.174 -0.772
C 5.3003 1.8404 0.1808 -0.019 -0.006 -0.007 -0.046
C 2.4995 -2.3918 -5.7057 -0.011 -0.006 0.025 0.033
C 3.2456 0.1672 1.0733 0.132 -0.252 -0.107 -0.039
C 4.3528 0.3989 1.8687 0.025 0.001 0.025 -0.038
H 6.2385 1.4033 2.0556 0.001 -0.002 0.003 0.121
H -3.3970 2.9521 1.5581 0.000 -0.006 -0.020 0.078
H 1.9060 5.0909 0.0307 -0.001 0.010 -0.002 0.114
H 5.9554 -4.1441 -5.2540 0.003 0.004 0.002 0.129
H -3.3942 0.2758 -1.3888 0.009 -0.007 0.003 0.028
H 6.0978 2.4849 -0.1616 0.007 -0.007 -0.007 0.119
H 4.9287 -3.9108 -7.4952 -0.001 -0.006 0.000 0.130
H 2.4608 -0.4981 1.4081 -0.011 0.036 -0.009 0.108
H 4.0852 2.1287 -1.5782 0.005 -0.004 -0.006 0.121
H -1.3900 3.8973 -1.0480 0.004 0.001 -0.016 0.055
H 2.9319 -2.1566 -2.4142 0.051 0.071 -0.028 0.166
H 2.7272 -2.8215 -7.7736 0.001 0.006 -0.003 0.128
H 1.2669 5.8164 4.2025 -0.001 0.003 0.001 0.121
H 1.3191 2.7450 0.3314 0.005 -0.006 0.002 0.060
H 0.6225 3.4396 4.5124 0.005 0.000 0.003 0.133
H -2.0398 2.7840 -2.2744 0.001 0.013 -0.004 0.046
H 4.4203 -0.0740 2.8389 -0.002 0.010 0.007 0.122
H -1.6764 3.3484 1.7482 0.018 -0.019 0.012 0.055
H -3.4549 -0.1007 0.3468 -0.001 -0.014 -0.016 0.069
H -3.1428 3.6540 -1.1850 -0.006 -0.006 0.010 0.074
H 1.5318 -1.9228 -5.7977 0.009 0.023 -0.007 0.121
H -2.3040 1.7834 2.3284 0.003 0.014 0.017 0.069
H 1.8908 6.6394 1.9569 0.000 0.002 -0.001 0.119
H 4.7837 -3.2524 -3.2697 0.018 0.009 -0.004 0.130
H -4.3892 1.2616 -0.3036 0.009 0.006 0.013 0.073
```
Positions in Å, forces in eV/Å.

- highest occupied orbital energy (alpha / beta) (eV) = -14.402 / -14.589
- HOMO-LUMO gap (alpha / beta) (eV) = 7.33 / 5.95
- net charge = +2
- E_LUMO (alpha / beta) (eV) = -7.08 / -8.64
- spin multiplicity = 5

***

[2]
A 8-piece molecular cluster, C32H79FN2O19S2 overall. Source: the OMol25 dataset; level of theory: ωB97M-V with the def2-TZVPD basis set.

The geometry in XYZ format:
```
135
Properties=species:S:1:pos:R:3:forces:R:3:lowdin_charge:R:1
S 0.7617 -1.0795 -2.1968 8.605 2.550 -4.981 0.884
S 0.7006 -1.8939 0.6028 6.783 0.013 7.547 0.772
F -0.4495 -1.7116 -3.2273 1.428 0.922 2.608 -0.221
O 7.5251 -0.9267 4.6252 -0.277 -0.251 0.371 -0.196
O 5.5896 4.8962 0.5395 -0.334 -0.160 0.379 -0.199
O 1.2457 0.2714 -2.8518 -3.820 -5.006 2.895 -0.312
O 0.1126 -1.5616 2.0301 0.058 -0.784 -6.339 -0.359
O 0.4350 -3.2260 7.4047 -0.399 -0.150 -0.347 -0.194
O 6.2304 0.2997 -1.4154 -0.182 0.477 -0.012 -0.190
O -4.4934 -0.0378 -1.1574 5.789 -6.287 -0.145 -0.026
O 4.9921 -2.4619 4.6812 0.350 0.174 -0.289 -0.202
O -3.0881 3.2804 -5.8168 0.263 -0.408 0.082 -0.204
O 3.1174 5.9420 1.7928 0.323 0.163 -0.355 -0.197
O 4.8205 1.7006 -3.6123 0.394 -0.315 -0.038 -0.193
O -6.7721 5.7368 -1.2988 -0.365 -0.119 -0.348 -0.196
O 0.3760 -4.2487 4.6249 0.247 -0.053 0.407 -0.198
O -5.2886 -5.6221 -0.8611 -0.352 0.015 -0.071 -0.212
O 2.2632 -1.7803 0.7938 -5.781 -0.532 -1.911 -0.377
O 2.0095 -2.0400 -2.2730 -6.246 2.571 1.244 -0.309
O -7.1294 -7.9233 -0.5571 0.530 0.146 0.079 -0.194
O -6.8311 4.7141 -4.0786 0.324 0.064 0.408 -0.194
O -1.6783 1.8795 -3.6199 -0.206 0.278 0.120 -0.220
N -3.7730 -2.1425 -2.2802 0.864 0.660 2.436 0.064
N 0.2692 -0.7035 -0.5788 -1.557 -1.563 -1.208 -0.339
C -6.4470 3.9463 -2.9336 -0.676 0.144 -0.122 -0.194
C -7.7210 6.7264 -1.6809 0.197 0.036 0.129 -0.112
C -7.1825 4.4188 -1.6756 0.625 0.117 -0.010 -0.190
C -6.2048 -8.7143 -1.2956 -0.238 -0.033 -0.036 -0.110
C -6.5039 -7.2291 0.5264 -0.484 0.251 -0.319 -0.193
C 7.4322 -2.3428 4.8076 -0.113 0.233 -0.578 -0.195
C 6.0935 4.6256 1.8431 0.124 0.098 -0.190 -0.109
C 6.2103 -2.9172 4.0841 -0.071 0.022 0.636 -0.192
C -3.6075 -1.0356 -1.2170 -3.503 3.314 -0.201 -0.285
C 0.7601 -5.0164 5.7699 -0.627 0.128 -0.110 -0.193
C -6.2632 -5.7569 0.1781 0.446 -0.382 0.151 -0.193
C 3.2056 5.4385 0.4564 0.044 -0.418 0.471 -0.192
C -0.5139 -2.2363 7.0226 0.206 0.031 0.127 -0.111
C -3.1004 1.9620 -3.7562 0.150 -0.463 -0.472 -0.186
C 5.9863 1.5420 -4.4133 -0.179 0.228 0.072 -0.113
C 0.3891 -3.6806 0.1117 -1.598 -1.965 0.047 -0.149
C 4.3830 -1.4157 3.9319 -0.159 -0.104 0.074 -0.107
C -1.1150 -0.1482 -0.4526 -1.961 1.870 -0.518 -0.203
C -1.9223 3.1218 -6.6178 -0.102 0.202 -0.004 -0.105
C 0.0246 -4.5439 7.0279 0.635 0.163 -0.023 -0.195
C 1.3502 -3.2690 4.2817 -0.125 0.146 -0.203 -0.108
C 6.8088 1.5453 -1.0402 0.083 -0.256 -0.050 -0.104
C 7.0715 -0.2056 5.7655 0.099 0.081 -0.199 -0.112
C -2.3182 -1.2124 -0.1664 -1.540 0.489 0.266 -0.085
C -1.0999 3.1251 -3.2448 0.261 -0.156 -0.040 -0.101
C 4.8082 0.3822 -1.5517 0.254 -0.499 -0.478 -0.178
C -5.8569 5.6938 -4.4218 -0.080 -0.047 -0.183 -0.101
C -3.5133 2.0471 -5.2290 -0.092 0.533 0.351 -0.180
C 4.2805 4.3532 0.3413 0.134 0.548 -0.338 -0.198
C -5.8839 -5.3589 -2.1272 0.183 -0.001 -0.014 -0.117
C 4.3953 0.4673 -3.0245 -0.209 0.457 0.407 -0.189
C 3.7664 7.2003 1.9384 -0.133 -0.110 0.163 -0.112
H -8.0384 6.6084 -2.7204 0.004 -0.054 0.043 0.083
H 6.3820 2.5352 -4.6428 -0.147 -0.081 0.046 0.088
H -6.7311 2.9086 -3.1366 0.024 -0.004 0.056 0.124
H -7.1907 -7.2816 1.3773 0.044 0.041 -0.008 0.124
H 7.4152 -2.5990 5.8741 -0.118 0.033 -0.110 0.124
H -7.2005 -5.2587 -0.0969 0.069 -0.147 -0.030 0.127
H -2.0285 -2.3433 -0.2279 -0.343 2.256 0.240 0.098
H -5.9385 -9.6052 -0.7186 0.114 -0.016 -0.050 0.088
H -8.2697 4.3728 -1.8141 0.132 0.029 -0.105 0.125
H -1.1461 2.5511 -6.1011 -0.059 -0.021 -0.003 0.084
H 3.1603 7.9839 1.4735 0.089 0.086 -0.032 0.086
H 7.8155 -0.2739 6.5650 -0.068 0.013 0.106 0.086
H 8.3366 -2.7801 4.3724 -0.033 -0.023 0.005 0.121
H -0.8313 -2.3543 5.9831 0.012 -0.047 0.032 0.082
H 5.1004 -0.6370 3.6606 0.022 -0.056 -0.007 0.086
H -3.5002 2.8085 -3.1853 0.085 -0.044 -0.137 0.110
H 4.3939 -0.5366 -1.1241 -0.057 0.047 -0.013 0.117
H -1.3527 0.4268 -1.4715 0.685 -1.119 2.076 0.142
H 4.0873 3.5314 1.0410 -0.025 0.142 0.024 0.125
H 6.5998 1.7461 0.0149 -0.003 0.139 0.025 0.079
H -8.5918 6.6771 -1.0200 -0.092 0.044 -0.073 0.086
H -1.4723 3.9494 -3.8584 -0.069 -0.062 0.036 0.086
H -6.7132 -6.0391 -2.3376 0.021 0.049 0.054 0.087
H 3.8583 7.4168 3.0063 -0.102 -0.106 -0.124 0.089
H 4.2567 3.9425 -0.6734 -0.035 -0.006 0.007 0.117
H 7.8917 1.4748 -1.1752 -0.151 -0.098 0.034 0.090
H 3.3025 0.4454 -3.0853 0.304 -0.027 0.020 0.080
H -2.1847 2.6243 -7.5565 0.105 -0.055 -0.023 0.087
H -6.9221 3.7545 -0.8454 -0.007 -0.021 -0.044 0.122
H 4.4085 1.2287 -0.9808 0.045 0.010 -0.122 0.117
H 6.9568 0.8446 5.4834 0.089 -0.159 -0.054 0.088
H -5.3605 3.9752 -2.7892 -0.134 0.119 0.061 0.107
H -6.3035 6.3829 -5.1440 -0.027 -0.176 0.078 0.091
H -0.0169 3.0546 -3.3797 -0.161 -0.130 0.028 0.090
H -4.1622 -2.9920 -1.7716 0.347 1.328 -0.716 0.083
H -5.3009 -8.1549 -1.5506 -0.018 -0.002 0.060 0.082
H -0.1343 -4.1893 1.0530 1.107 1.500 -1.788 0.110
H 1.6759 -2.6946 5.1527 0.048 -0.119 0.025 0.087
H -5.5689 -7.7227 0.8188 -0.042 0.122 -0.100 0.125
H -1.5267 4.1150 -6.8473 -0.159 -0.094 0.053 0.091
H 5.3600 4.8557 2.6201 -0.023 -0.035 -0.046 0.084
H 4.7673 7.1971 1.4987 -0.054 -0.026 -0.036 0.083
H -3.5148 1.0432 -3.3286 -0.087 0.086 -0.043 0.104
H -6.6892 -9.0307 -2.2234 -0.036 0.063 0.185 0.091
H -0.3974 -3.7779 -0.7696 1.890 0.357 1.672 0.081
H 3.5989 -0.9653 4.5470 0.098 -0.152 -0.011 0.090
H 3.9252 -1.8280 3.0277 -0.007 0.140 -0.081 0.073
H -3.1283 1.1908 -5.7962 0.052 0.087 0.130 0.126
H 4.7803 -0.3890 -3.5917 0.073 0.077 0.131 0.130
H 0.4760 -6.0542 5.5669 0.005 -0.011 0.059 0.120
H 1.3725 -4.3102 -0.0830 -1.862 2.091 0.191 0.117
H 6.4364 2.3695 -1.6539 -0.042 -0.017 0.037 0.082
H -5.8597 -5.2494 1.0603 -0.045 -0.030 0.001 0.122
H -2.8077 -2.4442 -2.5581 -1.001 0.390 0.368 0.057
H 0.2850 -5.2083 7.8581 -0.008 -0.018 -0.035 0.121
H -1.0626 -4.5899 6.8894 0.119 0.032 -0.098 0.123
H -0.0470 -1.2536 7.1324 0.015 -0.186 0.055 0.090
H 2.2328 4.9969 0.2174 0.032 -0.014 -0.029 0.121
H 6.2249 -4.0076 4.1831 0.044 0.013 -0.011 0.121
H 6.1072 -0.5745 6.1251 0.048 -0.042 -0.016 0.083
H 6.9771 5.2491 2.0053 -0.108 -0.079 -0.141 0.090
H -2.7675 -0.9495 0.9047 1.055 -0.840 -2.341 0.149
H -1.3847 -2.2857 7.6835 -0.097 0.043 -0.064 0.085
H 6.7625 0.9713 -3.8966 -0.062 -0.027 0.001 0.083
H 0.9036 -2.5798 3.5595 0.127 -0.342 0.323 0.047
H -6.2371 -4.3238 -2.1607 -0.136 -0.003 -0.103 0.083
H -5.5312 6.2682 -3.5508 -0.020 -0.050 0.022 0.084
H -5.1212 -5.4934 -2.8993 -0.022 0.018 0.163 0.091
H 1.8466 -4.9875 5.9143 -0.121 0.111 0.046 0.127
H -1.3088 3.3259 -2.1896 -0.025 0.150 0.028 0.087
H 2.2128 -3.7543 3.8152 0.152 0.071 0.075 0.092
H -4.6061 2.0252 -5.2898 0.017 -0.027 0.041 0.124
H -4.9943 5.2084 -4.8883 0.096 0.069 0.019 0.078
H -1.1090 0.6811 0.3919 0.200 -1.945 -1.757 0.166
H 3.3891 6.2520 -0.2562 0.096 -0.109 0.085 0.126
H 6.3892 3.5744 1.9134 -0.011 -0.032 0.126 0.078
H -7.2541 7.7091 -1.5711 0.014 -0.182 0.060 0.089
H 6.2362 -2.6765 3.0147 0.046 0.085 0.127 0.127
H 5.7239 1.0445 -5.3519 0.106 -0.068 -0.038 0.085
```
Positions in Å, forces in eV/Å.

- highest occupied orbital energy (eV) = -8.765
- HOMO-LUMO gap (eV) = 6.61
- net charge = 0
- SMILES string = CS(=O)(=O)N(CCC(N)=O)S(=O)(=O)F.COCCOC.COCCOC.COCCOC.COCCOC.COCCOC.COCCOC.COCCOC
- E_LUMO (eV) = -2.16

***

[3]
One molecule with the formula C23H29N3O5. Source: the OMol25 dataset; level of theory: ωB97M-V with the def2-TZVPD basis set.

The geometry in XYZ format:
```
60
Properties=species:S:1:pos:R:3:forces:R:3:lowdin_charge:R:1
O 9.7569 -1.1267 0.7538 0.071 -0.075 0.117 -0.131
O -2.7927 2.6998 -0.0685 -0.103 0.163 0.093 0.059
O -7.1058 -1.8769 0.4730 0.128 0.414 -0.050 -0.028
O -7.4796 0.6568 0.3211 0.210 -0.350 -0.018 -0.030
O 0.6037 -0.2993 -0.8588 0.079 -0.264 0.023 0.071
N 7.1327 -0.2399 0.1789 0.399 -0.132 -0.094 -0.110
N -1.6551 1.0769 -1.1358 0.351 -0.268 -0.103 0.072
N 1.9168 1.5724 -0.7888 0.061 0.366 -0.021 0.125
C -7.7706 2.0361 0.4211 -0.069 0.451 0.159 -0.239
C 5.5345 1.5338 -0.1666 -0.019 -0.059 0.074 -0.021
C -2.7248 1.5410 -0.4433 0.123 0.041 -0.200 -0.444
C -6.9686 -3.8458 -0.9734 0.008 0.295 0.311 -0.062
C 5.8184 0.1718 -0.0143 -0.399 0.045 -0.111 -0.230
C -0.4330 1.8286 -1.2260 -0.185 -0.019 0.004 -0.088
C 8.9722 -1.7582 -0.2289 -0.303 -0.209 -0.122 -0.194
C -3.6261 -0.8062 -0.1426 0.040 0.345 -0.068 -0.027
C -6.1903 0.2548 0.1676 -0.035 -0.201 -0.012 -0.179
C -7.3765 2.6278 1.7714 -0.012 -0.287 -0.313 -0.059
C -5.1076 1.0806 -0.0582 -0.068 0.025 -0.028 0.048
C 0.7491 0.9033 -0.9290 -0.349 0.465 -0.095 -0.436
C 7.4730 -1.6432 0.0708 0.328 0.021 -0.091 -0.154
C 9.4157 0.2358 0.8542 -0.208 0.282 0.174 -0.194
C 4.2524 1.9700 -0.4158 -0.123 -0.117 0.039 -0.027
C -3.8221 0.5624 -0.2294 -0.269 -0.290 0.202 -0.136
C -7.0470 -3.2871 0.4450 0.024 -0.481 -0.145 -0.241
C 3.4695 -0.2914 -0.3958 -0.281 0.088 -0.069 -0.006
C -4.7038 -1.6489 0.0847 -0.250 -0.188 0.060 -0.009
C 3.2010 1.0642 -0.5336 0.289 -0.301 0.038 -0.226
C -5.9868 -1.1462 0.2326 -0.104 0.169 0.045 -0.185
C 4.7550 -0.7255 -0.1369 0.355 0.127 0.115 -0.012
C 7.9359 0.4050 1.2010 0.348 -0.009 -0.006 -0.137
H 7.7491 -0.0623 2.1824 -0.004 0.090 -0.012 0.135
H -4.5203 -2.7092 0.1566 -0.053 -0.101 0.005 0.107
H 4.0630 3.0287 -0.5298 -0.005 0.118 -0.017 0.111
H -7.8530 2.0661 2.5710 -0.050 -0.018 0.083 0.080
H -1.5491 0.0874 -1.3123 -0.107 0.119 0.042 0.116
H 7.6902 1.4628 1.2686 0.026 -0.027 0.022 0.113
H 2.6679 -1.0053 -0.4793 -0.028 -0.019 -0.004 0.100
H 9.6276 0.7456 -0.0982 -0.022 -0.007 0.090 0.128
H 9.1744 -1.3067 -1.2125 -0.038 -0.066 0.066 0.128
H -7.3010 2.5930 -0.3993 -0.084 -0.080 0.023 0.118
H 9.2799 -2.8050 -0.2408 -0.053 0.045 -0.056 0.126
H 4.9173 -1.7842 -0.0139 0.042 -0.097 0.014 0.102
H -6.2139 -3.6561 1.0567 -0.108 0.063 0.003 0.116
H -7.8181 -3.4933 -1.5527 -0.073 -0.001 -0.067 0.080
H -8.8560 2.0877 0.2958 0.172 0.041 -0.054 0.124
H -6.0572 -3.5216 -1.4694 0.064 -0.030 -0.079 0.067
H -2.6399 -1.2396 -0.2153 0.107 -0.036 -0.010 0.112
H 6.3297 2.2607 -0.1077 0.080 0.052 -0.028 0.107
H 7.2476 -2.1897 1.0009 -0.051 -0.032 -0.064 0.135
H 6.9203 -2.0901 -0.7559 0.004 -0.034 0.043 0.124
H -0.3081 2.2465 -2.2352 0.073 0.034 0.166 0.137
H -0.4898 2.6565 -0.5114 0.077 -0.068 -0.136 0.129
H -7.9827 -3.6031 0.9149 0.183 0.010 -0.002 0.124
H 1.8770 2.5798 -0.8659 -0.140 -0.183 0.013 0.146
H -6.9874 -4.9319 -0.9418 0.010 -0.124 -0.020 0.077
H 10.0474 0.6539 1.6397 -0.053 0.036 -0.056 0.126
H -5.2120 2.1523 -0.1141 -0.070 0.092 0.044 0.115
H -7.6997 3.6639 1.8245 -0.015 0.124 0.024 0.077
H -6.2998 2.5872 1.9148 0.079 0.054 0.063 0.070
```
Positions in Å, forces in eV/Å.

- highest occupied orbital energy (eV) = -7.689
- HOMO-LUMO gap (eV) = 8.37
- net charge = 0
- SMILES string = CCOc1ccc(C(=O)NCC(=O)Nc2ccc(N3CCOCC3)cc2)cc1OCC
- E_LUMO (eV) = 0.68

***

For reference, energy above the lowest of the compared OMol25 structures with the same formula, charge and spin by record: 31.9, 128.0, 29.1 kcal/mol.